1.
The following is a DFT calculation (ωB97M-V with the def2-TZVPD basis set) of an isolated molecule of C4H7NO2 at a distorted geometry.

Properties
Energy relative to the best compared isomer or geometry (same formula, charge and spin)   577.6 kJ/mol
Gap between HOMO and LUMO   8.5922 eV
Largest force on an atom   1.1 eV Å⁻¹

Structure (ORCA input):
```
! wB97M-V def2-TZVPD RIJCOSX def2/J DEFGRID3
* xyz 0 1
O 1.615 -0.220 0.278
H -1.856 -1.764 0.671
H 2.174 0.521 -1.442
C 0.635 -0.339 -0.593
O -2.144 0.932 1.196
C 2.566 0.592 -0.418
H -1.154 -1.933 -0.967
H -2.542 -0.833 -0.688
H 3.590 0.255 -0.296
C -0.645 -0.192 0.072
N -0.827 0.871 0.769
H 2.401 1.592 -0.009
H -2.186 1.763 1.685
C -1.627 -1.245 -0.260
*
```



2.
The following is a DFT calculation (ωB97M-V with the def2-TZVPD basis set) of a cluster of 2 separate species, C4H7NO2 in total.

Properties
Energy relative to the best compared isomer or geometry (same formula, charge and spin)   268.4 kJ/mol
Gap between HOMO and LUMO   9.8769 eV
Largest force on an atom   0.7 eV Å⁻¹

Structure (ORCA input):
```
! wB97M-V def2-TZVPD RIJCOSX def2/J DEFGRID3
* xyz 0 1
H -0.067 -2.223 -2.269
O 0.413 2.231 -0.679
C -0.130 -0.589 0.239
H -1.331 -1.010 -1.857
O 0.890 0.718 1.964
N -0.178 -1.768 -0.230
H -0.479 0.297 -0.306
H -1.541 -2.752 -1.435
C 0.525 -0.370 1.578
H 0.649 -1.259 2.230
C -0.821 -1.929 -1.527
H -0.184 2.942 1.131
H 1.633 2.989 0.756
C 0.621 2.722 0.405
*
```



3.
The following is a DFT calculation (ωB97M-V with the def2-TZVPD basis set) of a cluster of 2 separate species, C4H7NO2 in total.

Properties
Energy relative to the best compared isomer or geometry (same formula, charge and spin)   450.1 kJ/mol
Gap between HOMO and LUMO   9.1987 eV
Largest force on an atom   0.4 eV Å⁻¹

Structure (ORCA input):
```
! wB97M-V def2-TZVPD RIJCOSX def2/J DEFGRID3
* xyz 0 1
O -0.432 -0.932 -0.666
C -0.767 -0.017 0.421
N 2.527 0.773 -0.325
C 1.349 0.336 -0.271
H -2.836 -0.009 -0.087
H 2.660 1.548 0.326
H 1.684 -2.231 -0.405
C 0.777 -0.787 -1.124
C -2.022 0.712 0.033
H -0.869 -0.617 1.332
H 1.735 -2.266 0.348
H -2.291 1.442 0.799
H -1.857 1.224 -0.920
O 0.343 0.825 0.538
*
```



4.
The following is a DFT calculation (ωB97M-V with the def2-TZVPD basis set) of an isolated molecule of C4H7NO2 at a distorted geometry.

Properties
Energy relative to the best compared isomer or geometry (same formula, charge and spin)   470.0 kJ/mol
Gap between HOMO and LUMO   9.8749 eV
Largest force on an atom   3.0 eV Å⁻¹

Structure (ORCA input):
```
! wB97M-V def2-TZVPD RIJCOSX def2/J DEFGRID3
* xyz 0 1
O -2.375 -1.152 0.640
C 1.147 1.524 -0.419
H -1.353 0.177 -1.275
N 0.650 0.389 -1.164
C -1.308 -0.578 0.666
O -0.670 -0.246 1.813
H 2.015 1.248 0.197
H 1.186 -1.419 0.182
H 0.166 -2.183 -1.137
H 0.420 1.996 0.263
C -0.558 -0.122 -0.594
H -1.192 -0.650 2.529
C 0.428 -1.290 -0.579
H 1.444 2.307 -1.122
*
```



5.
The following is a DFT calculation (ωB97M-V with the def2-TZVPD basis set) of a cluster of 2 separate species, C4H7NO2 in total at a distorted geometry.

Properties
Energy relative to the best compared isomer or geometry (same formula, charge and spin)   579.2 kJ/mol
Gap between HOMO and LUMO (spin up / spin down)   7.1104 / 7.1092 eV
Largest force on an atom   2.3 eV Å⁻¹

Structure (ORCA input):
```
! wB97M-V def2-TZVPD RIJCOSX def2/J DEFGRID3
* xyz 0 1
O 0.799 -0.832 -1.215
H 0.365 0.448 1.452
N 1.170 0.892 0.610
H -0.641 1.674 0.063
C -1.356 -0.954 0.738
C -0.051 0.067 -1.244
H -0.772 0.138 -2.072
C 0.242 1.301 -0.442
H 0.607 2.076 -1.133
O 2.674 -0.970 0.629
H -2.277 -0.583 0.260
C 1.883 -0.181 0.325
H -1.074 -1.895 0.236
H -1.570 -1.182 1.791
*
```



6.
The following is a DFT calculation (ωB97M-V with the def2-TZVPD basis set) of a structure of composition C4H7NO2.

Properties
Energy relative to the best compared isomer or geometry (same formula, charge and spin)   440.9 kJ/mol
Gap between HOMO and LUMO   9.5011 eV
Largest force on an atom   0.5 eV Å⁻¹

Structure (ORCA input):
```
! wB97M-V def2-TZVPD RIJCOSX def2/J DEFGRID3
* xyz 0 1
H -0.541 0.059 -1.667
N 1.202 0.680 1.002
C -0.295 -0.195 -0.631
H 0.426 1.968 -0.726
H 1.101 1.705 -0.114
C 0.083 1.013 0.220
H -0.693 1.624 0.686
C -1.441 -0.942 0.040
H -1.569 -1.911 -0.448
H -2.378 -0.381 -0.038
H -1.215 -1.120 1.096
C 1.715 -0.477 0.443
O 2.708 -1.078 0.742
O 0.897 -0.945 -0.605
*
```



7.
The following is a DFT calculation (ωB97M-V with the def2-TZVPD basis set) of an isolated molecule of C4H7NO2 at a distorted geometry.

Properties
Energy relative to the best compared isomer or geometry (same formula, charge and spin)   185.4 kJ/mol
Gap between HOMO and LUMO   9.9388 eV
Largest force on an atom   1.3 eV Å⁻¹

Structure (ORCA input):
```
! wB97M-V def2-TZVPD RIJCOSX def2/J DEFGRID3
* xyz 0 1
N 0.829 0.371 -1.217
H 0.061 0.773 1.327
H -0.762 1.723 -1.000
H 2.144 -0.036 0.253
C -0.009 -0.235 0.895
C 1.177 -0.453 -0.048
O -0.246 -1.208 1.857
H -1.361 0.519 -2.142
C -1.127 -0.225 -0.134
O -2.056 -1.001 -0.069
H 1.278 -1.547 -0.212
C -0.683 0.662 -1.273
H -1.067 -1.642 1.557
H 1.403 0.035 -1.986
*
```



8.
The following is a DFT calculation (ωB97M-V with the def2-TZVPD basis set) of an isolated molecule of C4H7NO2.

Properties
Energy relative to the best compared isomer or geometry (same formula, charge and spin)   424.4 kJ/mol
Gap between HOMO and LUMO   8.5956 eV
Largest force on an atom   0.6 eV Å⁻¹

Structure (ORCA input):
```
! wB97M-V def2-TZVPD RIJCOSX def2/J DEFGRID3
* xyz 0 1
H 0.084 -2.571 1.162
H -1.106 0.802 -2.250
C -0.082 -1.000 -0.338
N 1.349 0.764 0.115
H -1.485 1.472 -0.656
C -0.668 1.233 -1.348
O 1.186 1.897 0.515
C 0.401 -1.541 0.987
C 0.243 0.261 -0.659
H -0.974 -1.448 -0.771
H 1.489 -1.483 1.100
H -0.004 0.180 1.776
H -0.161 2.170 -1.585
O -0.273 -0.738 1.951
*
```



9.
The following is a DFT calculation (ωB97M-V with the def2-TZVPD basis set) of a structure of composition C4H7NO2 at a distorted geometry.

Properties
Energy relative to the best compared isomer or geometry (same formula, charge and spin)   345.9 kJ/mol
Gap between HOMO and LUMO   9.4245 eV
Largest force on an atom   4.0 eV Å⁻¹

Structure (ORCA input):
```
! wB97M-V def2-TZVPD RIJCOSX def2/J DEFGRID3
* xyz 0 1
H 2.363 -1.320 -0.133
H -0.284 -0.503 0.907
H -1.980 -1.475 1.154
O -1.621 -0.579 1.059
N 0.444 1.057 -0.541
O -1.859 -1.055 -1.332
C -1.535 -0.226 -0.570
H -1.210 1.527 -1.737
H 2.358 -0.513 1.430
C 2.164 -0.367 0.366
H 2.847 0.384 -0.030
C -0.983 1.190 -0.722
C 0.743 0.021 0.138
H -1.447 1.859 0.011
*
```



10.
The following is a DFT calculation (ωB97M-V with the def2-TZVPD basis set) of a structure of composition C4H7NO2.

Properties
Energy relative to the best compared isomer or geometry (same formula, charge and spin)   415.6 kJ/mol
Gap between HOMO and LUMO   8.8673 eV
Largest force on an atom   0.3 eV Å⁻¹

Structure (ORCA input):
```
! wB97M-V def2-TZVPD RIJCOSX def2/J DEFGRID3
* xyz 0 1
H 0.143 -1.396 -0.395
H -1.736 0.229 -0.681
H 1.874 -0.392 -1.534
H 2.462 1.307 -1.129
H -1.955 0.124 2.074
C 0.306 0.946 -0.710
H 0.254 1.878 -0.135
O 0.571 1.190 -2.086
N -1.299 -0.632 1.978
C -0.593 -0.776 0.857
H -1.227 -1.314 2.718
C -0.727 -0.114 -0.423
C 1.616 0.643 -1.306
O 0.312 -1.693 0.771
*
```



11.
The following is a DFT calculation (ωB97M-V with the def2-TZVPD basis set) of an isolated molecule of C4H7NO2.

Properties
Energy relative to the best compared isomer or geometry (same formula, charge and spin)   40.5 kJ/mol
Gap between HOMO and LUMO   11.0646 eV
Largest force on an atom   0.7 eV Å⁻¹

Structure (ORCA input):
```
! wB97M-V def2-TZVPD RIJCOSX def2/J DEFGRID3
* xyz 0 1
H -2.379 0.354 0.258
O 0.344 -2.047 -1.720
O 0.312 1.591 1.050
C -0.241 0.606 0.607
H -1.737 -0.703 1.535
C -1.644 0.280 1.065
H 1.695 1.117 -1.416
H 2.450 -0.452 -0.975
H -1.856 1.051 1.805
H 2.195 0.835 0.233
C 1.780 0.339 -0.649
C -0.161 -1.306 -0.911
N 0.442 -0.193 -0.318
H -1.199 -1.470 -0.566
*
```



12.
The following is a DFT calculation (ωB97M-V with the def2-TZVPD basis set) of an isolated molecule of C4H7NO2.

Properties
Energy relative to the best compared isomer or geometry (same formula, charge and spin)   336.8 kJ/mol
Gap between HOMO and LUMO   10.4628 eV
Largest force on an atom   0.6 eV Å⁻¹

Structure (ORCA input):
```
! wB97M-V def2-TZVPD RIJCOSX def2/J DEFGRID3
* xyz 0 1
C -1.205 0.784 -0.373
C 0.834 0.379 0.204
H -2.253 0.492 -0.290
H 1.335 1.149 -0.399
H -1.114 1.642 -1.049
N -0.397 -1.409 -1.269
H -0.740 0.278 1.682
O 1.811 -0.290 0.937
H 0.412 -3.029 -1.665
H -0.278 1.981 1.371
H 1.462 -0.430 1.823
C -0.385 0.991 0.925
C -0.200 -0.300 -0.694
O 0.717 -2.238 -1.202
*
```



13.
The following is a DFT calculation (ωB97M-V with the def2-TZVPD basis set) of a cluster of 2 separate species, C4H7NO2 in total at a distorted geometry.

Properties
Energy relative to the best compared isomer or geometry (same formula, charge and spin)   436.1 kJ/mol
Gap between HOMO and LUMO (spin up / spin down)   8.7583 / 8.7576 eV
Largest force on an atom   4.4 eV Å⁻¹

Structure (ORCA input):
```
! wB97M-V def2-TZVPD RIJCOSX def2/J DEFGRID3
* xyz 0 1
N -1.289 1.166 -2.798
O -0.607 -2.097 -0.240
O -1.480 -0.344 1.010
H 1.771 1.769 0.845
H -2.441 -0.703 0.720
H 1.717 -0.774 0.024
C -1.033 0.345 -2.036
H -0.046 -2.423 -0.928
H 0.903 1.564 -0.555
H 0.924 -0.531 1.683
C 0.938 1.317 0.457
H 0.172 1.788 0.992
C -0.413 -0.812 0.164
C 0.885 -0.265 0.661
*
```



14.
The following is a DFT calculation (ωB97M-V with the def2-TZVPD basis set) of an isolated molecule of C4H7NO2 at a distorted geometry.

Properties
Energy relative to the best compared isomer or geometry (same formula, charge and spin)   134.0 kJ/mol
Gap between HOMO and LUMO   11.4234 eV
Largest force on an atom   1.5 eV Å⁻¹

Structure (ORCA input):
```
! wB97M-V def2-TZVPD RIJCOSX def2/J DEFGRID3
* xyz 0 1
H -0.686 1.886 0.098
N 1.008 0.787 0.776
C 1.705 -0.299 0.137
H -1.093 -1.897 0.162
H -1.109 -0.721 1.423
H -0.818 -0.136 -1.769
H 0.701 1.871 -1.027
H -2.254 -0.532 0.153
H 0.290 0.230 1.273
C -1.219 -0.826 0.315
O 2.720 -0.824 0.479
O 0.951 -0.736 -0.926
C -0.323 -0.085 -0.793
C 0.128 1.280 -0.300
*
```



15.
The following is a DFT calculation (ωB97M-V with the def2-TZVPD basis set) of an isolated molecule of C4H7NO2 at a distorted geometry.

Properties
Energy relative to the best compared isomer or geometry (same formula, charge and spin)   120.9 kJ/mol
Gap between HOMO and LUMO   10.3192 eV
Largest force on an atom   1.7 eV Å⁻¹

Structure (ORCA input):
```
! wB97M-V def2-TZVPD RIJCOSX def2/J DEFGRID3
* xyz 0 1
O -1.620 -1.717 -0.521
H -2.743 -0.841 0.979
H 1.492 -0.946 0.948
C 0.318 2.040 -0.101
H -0.305 2.439 -0.893
C 1.478 -0.196 0.122
O 2.456 -0.077 -0.560
C -1.845 -0.881 0.330
N -0.890 -0.021 0.762
C 0.143 0.510 -0.101
H -0.117 0.057 -1.071
H 0.104 2.388 0.908
H 1.347 2.301 -0.344
H -1.168 0.490 1.586
*
```



16.
The following is a DFT calculation (ωB97M-V with the def2-TZVPD basis set) of an isolated molecule of C4H7NO2 at a distorted geometry.

Properties
Energy relative to the best compared isomer or geometry (same formula, charge and spin)   461.3 kJ/mol
Gap between HOMO and LUMO   9.2217 eV
Largest force on an atom   3.6 eV Å⁻¹

Structure (ORCA input):
```
! wB97M-V def2-TZVPD RIJCOSX def2/J DEFGRID3
* xyz 0 1
H 0.348 -0.169 -2.005
H 0.747 0.006 2.413
H -1.208 1.904 1.226
C -0.615 0.265 -1.756
H 1.345 -0.896 0.945
C -1.060 -0.327 -0.441
C -2.233 -0.813 -0.087
N -0.324 0.148 0.713
H -0.199 -1.465 2.149
H -1.486 0.218 -2.436
H -0.367 1.408 -1.491
O -1.149 0.975 1.543
C 0.473 -0.692 1.649
O -3.239 -1.314 0.332
*
```



17.
The following is a DFT calculation (ωB97M-V with the def2-TZVPD basis set) of an isolated molecule of C4H7NO2 at a distorted geometry.

Properties
Energy relative to the best compared isomer or geometry (same formula, charge and spin)   180.9 kJ/mol
Gap between HOMO and LUMO   9.2868 eV
Largest force on an atom   1.1 eV Å⁻¹

Structure (ORCA input):
```
! wB97M-V def2-TZVPD RIJCOSX def2/J DEFGRID3
* xyz 0 1
H -2.392 -0.749 0.465
C -0.827 1.238 0.709
O 1.055 -1.112 -1.183
H 2.001 -1.208 -0.959
H -1.231 -1.893 -0.291
N -0.509 0.031 0.094
H -2.010 -0.620 -1.267
O -1.942 1.535 1.064
C -1.600 -0.867 -0.279
H 2.661 0.695 -0.487
C 0.815 -0.188 -0.226
H 0.056 1.883 0.840
H 2.010 0.823 1.258
C 1.915 0.433 0.262
*
```